C3H10O3 | wB97M-V/def2-TZVPD

Geometry as XYZ:
```
16
Properties=species:S:1:pos:R:3:forces:R:3
O -1.7523 -0.1236 -2.6055 -0.7 0.3 -0.5
C -1.0405 0.6778 -1.6623 0.8 0.1 -1.6
C -0.6027 -0.2414 -0.5835 -0.1 -1.1 0.5
C 0.0218 0.6191 0.4656 0.4 2.5 -0.8
O 0.5344 0.0821 1.6013 -0.5 -2.1 3.0
H -1.7450 0.2055 -3.5285 0.2 0.1 1.1
H -0.1274 1.0503 -2.1653 -0.3 0.2 0.2
H -1.5620 1.5497 -1.2226 -0.3 -0.4 -0.6
H -1.4910 -0.7776 -0.1976 0.4 0.2 0.0
H 0.0933 -0.9968 -0.9963 -0.3 0.4 0.3
H 0.9086 1.1664 0.0921 -0.7 0.0 -0.6
H -0.7029 1.3678 0.8394 0.0 0.1 -0.9
H -0.2442 -0.0473 2.1821 1.0 -0.3 -0.1
O 2.7974 -1.6229 2.2829 -0.5 0.1 1.2
H 2.0541 -0.9781 2.2829 0.6 -0.5 -0.2
H 2.8585 -1.9310 3.2154 0.0 0.3 -1.0
```
Forces are in eV/Å.

Its HOMO-LUMO gap is 0.407 Eh. For the energy above the lowest of the compared OMol25 structures with the same formula, charge and spin, the calculation gives 82.7 kJ/mol. The calculation puts the HOMO energy at -10.45 eV. Its LUMO energy is 0.631 eV. The value obtained for the energy is -9414.676 eV.

Taken from the natural (NBO) analysis, the atomic charges in e are: atom 1 (O): -0.73, atom 2 (C): -0.05, atom 3 (C): -0.45, atom 4 (C): -0.05, atom 5 (O): -0.72, atom 6 (H): 0.48, atom 7 (H): 0.16, atom 8 (H): 0.16, atom 9 (H): 0.21, atom 10 (H): 0.22, atom 11 (H): 0.18, atom 12 (H): 0.15, atom 13 (H): 0.47, atom 14 (O): -0.96, atom 15 (H): 0.49, atom 16 (H): 0.46